Entry from the Open Molecules 2025 dataset: an isolated ion of composition C4H5N2 and charge +1 in a non-equilibrium geometry (the ωB97M-V functional and the def2-TZVPD basis).

XYZ file:
```
11
Properties=species:S:1:pos:R:3:forces:R:3
C -0.9266 1.3879 -0.4988 0.607 3.045 -2.531
C 0.2193 0.7266 -0.6202 -3.247 3.383 -0.163
C 0.4285 -0.4354 0.1202 2.509 -5.123 2.464
C 1.4371 1.0309 -1.1246 4.946 -0.016 -4.784
N 2.3325 0.8844 -2.2837 -1.840 0.876 4.454
N 2.7335 0.6290 -1.0527 -0.637 0.388 -1.455
H -1.7714 0.7973 -0.4180 -1.747 -0.830 1.188
H -1.0581 2.4850 -0.7219 0.208 -1.390 0.205
H 1.1139 -1.0837 -0.4870 -0.693 -0.278 0.871
H -0.4478 -1.0869 0.4499 1.104 1.414 -0.221
H 1.1244 -0.0112 0.9209 -1.212 -1.470 -0.028
```
Positions in Å, forces in eV/Å.

F_max = 6.88 eV Å⁻¹
E_HOMO (spin up / spin down) = -0.57155 / -0.57157 Ha
Total charge = +1
Spin multiplicity = 1
Frontier orbital gap (spin up / spin down) = 8.14 / 8.14 eV
Energy relative to the best compared isomer or geometry (same formula, charge and spin) = 5.368 eV
Structure (SMILES) = C=C(C)C1=[N+]=N1